Below is a 9-piece molecular cluster, C50H121N7O14 overall at a distorted geometry, with properties calculated with wB97M-V/def2-TZVPD.

Cartesian coordinates (Å):
C (-0.15685, 0.28016, -8.82244)
C (-1.20050, 0.04936, -7.75209)
C (-2.28375, 1.16232, -8.03869)
C (-1.81673, -1.35071, -8.04180)
C (-2.91329, -1.91450, -7.01749)
C (-2.48550, -1.67894, -5.58595)
C (-1.63807, -0.36831, -5.25764)
C (-2.54230, 0.79339, -4.85175)
C (-0.71632, -0.79948, -4.11819)
N (-0.75090, -0.02513, -6.38140)
O (0.00095, 1.10330, -6.10167)
H (0.65424, -0.44512, -8.88722)
H (-0.61735, 0.36866, -9.80641)
H (0.49974, 1.13767, -8.67526)
H (-3.25232, 1.01218, -7.56181)
H (-1.84408, 2.14546, -7.87061)
H (-2.60772, 1.26654, -9.07420)
H (-2.28189, -1.29108, -9.02576)
H (-1.05785, -2.08017, -8.32481)
H (-3.92896, -1.58102, -7.23031)
H (-3.04733, -2.99609, -7.00090)
H (-1.73222, -2.44359, -5.39625)
H (-3.33829, -1.73806, -4.90967)
H (-2.33556, 1.13506, -3.83755)
H (-3.61294, 0.60486, -4.93112)
H (-2.46771, 1.71949, -5.42172)
H (0.11416, -1.37519, -4.52682)
H (-1.24355, -1.49038, -3.46034)
H (-0.23357, 0.04010, -3.61804)
H (0.88907, 0.76792, -5.95895)
C (8.23652, -2.01825, -2.99904)
C (6.91667, -1.52133, -2.46192)
C (7.23963, -0.77237, -1.09916)
C (6.44674, -0.46011, -3.46896)
C (4.97198, -0.11890, -3.22988)
C (4.08736, -1.37098, -3.17342)
C (4.51596, -2.54594, -2.19676)
C (4.21030, -2.22723, -0.75566)
C (3.73458, -3.74049, -2.66751)
N (5.97680, -2.68791, -2.40494)
O (6.45006, -3.80042, -1.70617)
H (8.87494, -1.15651, -3.19381)
H (8.76132, -2.55833, -2.21100)
H (8.26662, -2.55144, -3.94925)
H (8.04410, -0.11541, -1.42979)
H (6.38107, -0.21490, -0.72474)
H (7.59266, -1.42417, -0.30002)
H (7.06186, 0.43831, -3.51956)
H (6.53476, -0.92093, -4.45283)
H (4.94680, 0.46372, -2.30900)
H (4.59222, 0.55736, -3.99575)
H (4.09853, -1.69457, -4.21422)
H (3.07399, -0.97367, -3.11574)
H (4.73547, -1.39622, -0.28480)
H (4.52936, -2.98374, -0.03873)
H (3.16245, -1.93432, -0.69004)
H (4.00486, -4.03957, -3.68023)
H (2.64901, -3.70977, -2.57420)
H (3.93543, -4.59196, -2.01731)
H (6.48474, -4.43456, -2.42607)
C (5.75905, -5.13810, 1.39278)
O (5.53658, -4.00946, 2.17331)
C (6.57565, -3.59660, 3.05737)
C (6.03852, -2.36410, 3.72028)
N (6.12718, -1.14144, 2.90895)
C (5.36430, -0.06522, 3.40863)
C (4.99286, 1.00060, 2.37312)
O (4.08864, 0.48210, 1.44395)
C (3.40294, 1.34981, 0.66113)
H (4.97885, -5.21447, 0.63545)
H (5.99155, -6.07655, 1.89613)
H (6.60389, -4.97387, 0.72391)
H (7.41216, -3.31108, 2.41954)
H (6.85096, -4.34642, 3.79904)
H (6.45660, -2.11260, 4.69498)
H (5.03008, -2.67406, 3.99427)
H (5.87188, -1.32627, 1.94939)
H (6.13837, 0.40479, 4.01526)
H (4.56718, -0.32892, 4.10373)
H (5.89493, 1.37752, 1.89115)
H (4.50990, 1.68340, 3.07215)
H (2.82295, 0.70587, 0.00003)
H (4.21400, 1.76684, 0.06417)
H (2.65850, 1.99129, 1.13274)
C (-1.75381, 4.38818, -3.51266)
O (-1.40706, 4.75769, -2.20928)
C (-2.32090, 4.44587, -1.14979)
C (-1.78066, 5.12709, 0.09824)
N (-0.60247, 4.58274, 0.76984)
C (0.12127, 5.37259, 1.69070)
C (-0.85529, 5.78291, 2.98192)
O (-1.43316, 4.70289, 3.81697)
C (-2.35357, 5.25511, 4.75456)
H (-2.06033, 5.29506, -4.03393)
H (-2.38496, 3.51157, -3.65864)
H (-0.87019, 4.08827, -4.07600)
H (-2.40594, 3.37505, -0.96481)
H (-3.25171, 4.83705, -1.56050)
H (-2.60449, 4.81961, 0.74234)
H (-1.76123, 6.19536, -0.11748)
H (-0.58559, 3.58729, 0.93984)
H (0.51972, 6.27961, 1.23610)
H (0.97695, 4.76105, 1.97695)
H (-1.68743, 6.37346, 2.59867)
H (-0.21883, 6.28044, 3.71369)
H (-3.32510, 5.56390, 4.36870)
H (-1.98985, 6.02152, 5.43898)
H (-2.74786, 4.47393, 5.40447)
C (-10.58976, 6.09697, -3.58384)
O (-10.00596, 5.47961, -2.45332)
C (-9.75901, 4.07733, -2.62163)
C (-8.63363, 3.53110, -1.80925)
N (-7.36243, 4.05811, -2.20541)
C (-6.20114, 3.57368, -1.38520)
C (-5.74696, 2.24332, -1.83480)
O (-4.48648, 1.91730, -1.11608)
C (-4.24795, 0.43184, -1.09484)
H (-10.02970, 5.98852, -4.51264)
H (-10.68054, 7.16552, -3.38877)
H (-11.61795, 5.74105, -3.64898)
H (-9.57726, 3.79430, -3.65844)
H (-10.65887, 3.58482, -2.25315)
H (-8.36449, 2.47586, -1.85539)
H (-8.92223, 3.75161, -0.78154)
H (-7.53597, 5.04888, -2.29688)
H (-6.37679, 3.67211, -0.31396)
H (-5.35699, 4.21670, -1.63429)
H (-5.51763, 2.14395, -2.89575)
H (-6.53510, 1.50411, -1.69159)
H (-3.32184, 0.36208, -0.52426)
H (-4.02336, 0.09970, -2.10842)
H (-5.13336, -0.07986, -0.71760)
C (-2.56054, -0.82457, 2.04504)
O (-3.80734, -1.38329, 2.58258)
C (-4.02009, -1.07261, 3.95842)
C (-3.11389, -1.91232, 4.91240)
N (-3.29793, -1.72053, 6.31157)
C (-2.50142, -2.72158, 7.06732)
C (-2.94866, -2.61950, 8.52849)
O (-4.32799, -2.77707, 8.81599)
C (-4.83876, -4.10957, 8.94453)
H (-2.44255, -1.54376, 1.23451)
H (-1.65536, -0.80303, 2.65189)
H (-2.71745, 0.14768, 1.57791)
H (-5.09806, -1.06908, 4.11983)
H (-3.53023, -0.10708, 4.08445)
H (-2.09383, -1.67045, 4.61393)
H (-3.37266, -2.95570, 4.73216)
H (-4.25639, -1.69738, 6.62927)
H (-1.46876, -2.41049, 6.90941)
H (-2.66211, -3.77820, 6.85322)
H (-2.50282, -1.76222, 9.03288)
H (-2.45120, -3.44267, 9.04136)
H (-4.26506, -4.69036, 9.66679)
H (-4.69913, -4.60420, 7.98331)
H (-5.88909, -4.06187, 9.23196)
C (0.69673, -4.28225, -0.24735)
O (0.07563, -4.22950, 0.95143)
C (0.37555, -3.19066, 1.94666)
C (1.89988, -3.14346, 2.32502)
N (2.18159, -2.08076, 3.35934)
C (1.64221, -2.48861, 4.70302)
C (2.39732, -1.80611, 5.82589)
O (3.58004, -2.53772, 6.10336)
C (4.45754, -2.08744, 7.17895)
H (1.68119, -4.70870, -0.05477)
H (0.77391, -3.27585, -0.65880)
H (0.11461, -5.01680, -0.80384)
H (-0.26505, -3.28120, 2.82388)
H (0.09700, -2.27213, 1.43012)
H (2.25406, -2.66822, 1.41025)
H (2.52813, -4.03189, 2.26114)
H (3.18108, -1.93847, 3.32986)
H (1.81531, -3.54986, 4.88161)
H (0.56493, -2.34030, 4.77752)
H (1.70718, -1.77411, 6.66897)
H (2.59531, -0.77347, 5.53859)
H (5.12688, -2.80474, 7.65389)
H (3.95494, -1.51854, 7.96116)
H (4.92644, -1.21493, 6.72402)
C (-0.16536, 1.33132, -0.64654)
O (0.40327, -0.01607, -0.78468)
H (0.55187, 2.05651, -0.26213)
H (-0.41125, 1.78737, -1.60552)
H (-1.00268, 1.34292, 0.05123)
H (1.18573, -0.09947, -0.23477)
C (0.07516, 1.75347, 3.43638)
O (-1.11696, 2.10602, 2.82810)
H (0.19301, 0.67005, 3.41598)
H (0.94313, 2.22170, 2.97217)
H (-0.04917, 2.15621, 4.44159)
H (-1.43762, 2.95111, 3.15151)

Results
E (Eh): -3413.6849
Energy relative to the best compared isomer or geometry (same formula, charge and spin) (kcal/mol): 175.5
Largest force on an atom (eV Å⁻¹): 4.82
HOMO level (eV): -8.00
Structure (SMILES): CC1(C)CCCC(C)(C)N1O.CC1(C)CCCC(C)(C)N1O.COCCNCCOC.COCCNCCOC.COCCNCCOC.COCCNCCOC.COCCNCCOC.CO.CO
Lowest unoccupied orbital energy (eV): 0.6